165
Properties=species:S:1:pos:R:3:forces:R:3:mulliken_charge:R:1 method="wB97M-V/def2-TZVPD" charge=-1 homo_energy_ev=-4.51 e_tot_ha=-3175.7562 lumo_ev=1.409 gap_ev=5.9
C -4.283914 2.996752 0.289784 -0.1 -0.3 -0.3 -1.21
C -5.329273 1.890345 0.114112 0.0 0.6 0.3 0.03
C -5.026444 0.644366 0.946833 0.0 -0.2 -0.8 -1.23
C -3.799666 -0.137120 0.440217 0.1 0.6 0.5 -0.03
C -2.448421 0.360021 1.007708 -0.4 -0.2 0.1 -0.83
C -1.622655 -0.782967 1.600376 0.0 0.5 -0.3 -0.75
C -1.216915 -1.825718 0.548761 0.4 -0.3 0.8 0.26
C 0.147114 -2.501044 0.842425 -0.2 0.0 0.0 -0.21
C 1.039618 -2.590705 -0.396116 -0.5 0.1 -0.2 -1.24
C 1.503187 -1.235033 -0.945102 0.4 -0.5 -0.3 -0.33
C 2.901238 -0.754049 -0.483437 -0.4 0.2 0.6 -0.06
C 3.448105 -1.297050 0.848532 0.7 0.3 0.1 0.36
Al 4.473055 0.094567 1.905221 -0.6 -0.7 0.0 -0.17
C 5.014421 -0.812316 3.667955 -0.5 0.0 -0.7 -1.37
C 3.835483 -1.001298 4.652430 0.5 0.5 0.1 1.09
N 4.338977 -0.789962 6.009805 0.0 0.0 -0.2 -0.69
N 2.731205 -0.049915 4.525868 -0.4 -0.3 0.7 -0.66
N 3.305494 -2.357007 4.506252 -0.1 -0.3 0.0 -0.78
N 6.020265 0.781389 0.926435 0.7 0.9 0.4 0.32
C 7.142781 0.797791 1.896117 -0.4 0.0 0.3 -0.99
C 5.741922 2.092127 0.562064 -0.5 0.2 0.2 0.35
C 5.215443 2.300111 -0.845463 -0.1 0.1 0.3 -0.70
O 5.878122 3.086893 1.290193 0.7 -0.7 -0.5 -0.66
H -4.605958 3.940074 -0.148498 -0.1 0.0 0.0 0.27
H -3.368213 2.707212 -0.223715 0.2 0.1 0.2 0.35
H -4.076196 3.158328 1.345278 0.1 0.1 0.1 0.27
H -6.306535 2.289872 0.390356 -0.1 -0.1 0.1 0.19
H -5.400016 1.641963 -0.947819 0.0 -0.2 0.0 0.22
H -5.891794 -0.015736 0.844306 -0.1 0.0 0.3 0.35
H -4.899237 0.942179 1.988370 -0.1 -0.2 0.2 0.40
H -3.890384 -1.182935 0.736752 -0.2 -0.1 -0.2 0.30
H -3.826114 -0.067965 -0.647074 0.2 -0.3 -0.1 0.29
H -1.864348 0.880282 0.247537 0.1 0.0 -0.1 0.19
H -2.648232 1.091304 1.792723 0.1 0.1 0.0 0.37
H -0.737921 -0.339547 2.061567 0.1 -0.1 0.0 0.23
H -2.199223 -1.239595 2.409149 0.0 -0.1 0.1 0.33
H -1.964131 -2.620922 0.558352 -0.2 0.1 -0.5 -0.43
H -1.181200 -1.352171 -0.429703 -0.2 -0.1 -0.2 0.42
H -0.025179 -3.512159 1.223395 0.0 0.0 0.1 0.49
H 0.632027 -1.955295 1.650811 0.2 0.0 0.0 -0.19
H 0.421032 -3.070563 -1.165412 0.1 -0.1 -0.1 0.52
H 1.881910 -3.259483 -0.222347 0.1 0.1 0.1 0.47
H 1.545727 -1.338019 -2.028311 -0.1 0.2 -0.1 0.14
H 0.734205 -0.486503 -0.750065 0.0 0.1 0.2 0.12
H 3.629188 -0.950348 -1.269371 0.0 0.0 -0.1 0.40
H 2.826957 0.333730 -0.385709 0.1 0.1 -0.2 -0.40
H 2.669442 -1.664867 1.520841 -0.2 0.0 0.0 -0.82
H 4.124892 -2.143942 0.683648 -0.1 -0.2 -0.1 0.52
H 3.469487 1.344033 2.105350 0.1 0.2 0.0 -0.46
H 5.327659 -1.827481 3.408045 0.3 0.0 0.0 0.37
H 5.844743 -0.313518 4.165975 0.0 0.0 0.2 0.59
H 3.621813 -1.060446 6.673061 0.0 0.0 0.1 0.31
H 5.164352 -1.361813 6.138252 0.0 -0.2 0.2 0.22
H 3.068767 0.898018 4.479200 0.1 0.1 -0.2 0.25
H 2.160130 -0.252369 3.720320 0.1 0.2 -0.3 0.08
H 2.556219 -2.478667 5.178925 -0.1 0.1 0.1 0.30
H 2.877300 -2.478633 3.593759 0.2 0.0 -0.2 0.23
H 7.473460 -0.217262 2.101245 0.1 -0.1 -0.2 0.41
H 7.979687 1.395503 1.521701 0.1 -0.1 -0.1 0.23
H 6.873306 1.234634 2.863541 0.0 0.1 0.0 0.31
H 4.126485 2.219483 -0.837062 -0.1 -0.1 0.0 -0.13
H 5.474233 3.318010 -1.130709 0.0 0.0 -0.1 0.34
H 5.646883 1.604860 -1.554980 -0.1 -0.1 0.0 0.36
C 3.217669 -1.361864 -5.325488 -0.1 -0.2 0.0 -0.54
O 2.522150 -1.852060 -4.188516 0.1 0.1 -0.1 -0.38
H 3.420568 -0.305989 -5.162869 0.0 0.0 0.1 0.24
H 4.168040 -1.886763 -5.463795 0.0 0.1 0.0 0.28
H 2.604015 -1.475492 -6.222897 0.1 0.0 -0.1 0.13
H 2.344578 -2.783008 -4.341603 -0.1 0.0 0.0 0.24
C -4.625313 -2.803863 -2.124450 -0.1 0.2 -0.3 -0.20
O -3.921010 -1.767999 -2.808103 0.1 -0.1 0.1 -0.51
H -4.023243 -3.123215 -1.277748 0.1 0.1 0.0 -0.07
H -5.587575 -2.433883 -1.759997 0.0 -0.1 0.1 0.30
H -4.787464 -3.657861 -2.784794 -0.1 -0.1 0.1 0.18
H -4.461409 -1.490751 -3.550352 0.0 0.1 0.0 0.27
C 7.123594 3.710807 -3.980589 0.2 -0.1 0.2 -0.66
O 7.213963 2.429684 -3.393880 0.0 -0.2 -0.4 -0.40
H 6.134548 3.802260 -4.425670 0.0 0.0 0.0 0.25
H 7.245227 4.497297 -3.227987 0.0 0.1 -0.1 0.24
H 7.876525 3.847795 -4.765303 0.0 0.1 0.0 0.30
H 8.074612 2.352331 -2.966060 -0.1 0.2 0.1 0.35
C 0.373482 -3.108321 -8.017683 -0.1 0.1 0.2 -0.59
O 0.543137 -2.938272 -6.616671 0.1 -0.1 -0.2 -0.42
H 1.318149 -3.465932 -8.420017 0.0 0.0 0.0 0.21
H -0.404605 -3.845136 -8.237172 0.0 0.0 -0.1 0.27
H 0.119600 -2.161786 -8.502947 0.0 0.0 -0.1 0.27
H -0.284883 -2.617220 -6.251945 0.0 0.1 0.1 0.27
C 9.963538 3.867497 -0.688011 -0.1 -0.1 0.0 -0.63
O 9.159932 2.940759 -1.407781 0.2 -0.1 0.1 -0.51
H 10.287189 4.633851 -1.388401 0.0 0.0 0.0 0.26
H 9.388524 4.336797 0.113344 0.0 0.0 0.0 0.25
H 10.844970 3.378425 -0.264795 0.0 0.1 0.0 0.27
H 8.860867 2.265837 -0.789214 -0.2 0.0 0.0 0.29
C 7.553056 -3.148417 4.951298 0.0 -0.2 0.3 -0.09
O 7.116381 -3.174041 6.313167 0.1 0.2 -0.1 -0.52
H 7.289206 -2.182160 4.537703 0.0 0.0 0.0 -0.11
H 8.638505 -3.276844 4.893412 0.0 0.0 -0.1 0.23
H 7.054154 -3.928160 4.370698 0.0 0.0 -0.1 0.28
H 7.342646 -4.030697 6.678523 0.0 -0.1 0.0 0.27
C -6.976877 5.470374 0.832940 0.1 0.2 0.4 -0.28
O -6.548234 5.164511 2.159323 -0.2 -0.1 -0.1 -0.52
H -7.431802 4.580952 0.412151 0.1 0.0 0.0 -0.02
H -7.713098 6.281445 0.844865 0.0 0.0 -0.1 0.35
H -6.125052 5.758224 0.211256 -0.1 0.0 -0.1 0.25
H -6.137777 5.949229 2.527315 0.1 0.0 0.0 0.29
C -8.429484 2.970646 -2.517979 0.0 0.0 0.2 -0.53
O -8.347841 3.230939 -1.116407 0.0 0.0 -0.2 -0.48
H -7.432776 2.701905 -2.860677 0.0 0.0 0.1 0.26
H -9.115470 2.148889 -2.713752 0.0 0.0 -0.1 0.19
H -8.765045 3.860868 -3.058134 0.0 0.0 -0.1 0.27
H -9.231497 3.465135 -0.821701 -0.1 0.0 0.1 0.25
C -3.555124 -6.258307 -3.893748 0.0 -0.1 0.1 -0.68
O -4.148647 -6.226676 -2.595757 -0.1 -0.2 -0.1 -0.41
H -3.835808 -5.341036 -4.404327 0.0 0.0 0.0 0.23
H -2.467312 -6.306630 -3.818214 0.0 0.0 0.0 0.30
H -3.917508 -7.112717 -4.470750 0.0 0.0 -0.1 0.30
H -3.894119 -7.032264 -2.132778 0.1 0.1 0.2 0.23
C -3.774037 -5.767762 0.818846 0.2 -0.1 0.0 -0.41
O -3.246754 -7.061431 0.514062 -0.2 0.0 -0.1 -0.54
H -4.720451 -5.671707 0.292691 0.0 0.0 0.0 0.16
H -3.948014 -5.653912 1.891245 0.0 0.0 0.0 0.36
H -3.094693 -4.985659 0.472897 -0.1 0.1 0.0 0.14
H -2.407775 -7.150030 0.971175 0.1 0.0 0.0 0.30
C 3.980725 5.459938 1.957212 -0.3 0.2 0.0 -0.04
O 2.659192 5.818920 1.519856 0.2 -0.1 -0.2 -0.56
H 4.228585 4.491008 1.542407 0.0 0.0 0.0 -0.06
H 4.707058 6.198829 1.603419 0.1 -0.1 0.0 0.20
H 4.014583 5.403585 3.048044 0.1 0.0 0.0 0.22
H 2.445929 6.675387 1.892594 -0.1 0.0 0.0 0.24
C -12.056797 0.522975 -2.339186 0.0 0.2 -0.3 -0.42
O -11.398265 1.594883 -3.022461 0.0 -0.1 0.2 -0.46
H -11.414565 0.213167 -1.518875 0.0 0.0 0.0 0.24
H -13.019194 0.842483 -1.940709 0.1 -0.1 0.1 0.18
H -12.205050 -0.324057 -3.015205 0.0 -0.1 0.1 0.26
H -11.961966 1.870185 -3.747709 0.0 0.0 -0.1 0.25
C 0.859461 3.668890 -1.415625 0.2 0.1 0.2 -0.63
O 1.401263 3.530413 -0.116349 -0.1 0.0 -0.2 -0.33
H 0.296375 2.763519 -1.635865 0.0 0.0 0.0 0.17
H 0.180719 4.527765 -1.477204 0.0 0.0 -0.1 0.30
H 1.647823 3.779997 -2.168532 -0.1 0.0 -0.1 0.28
H 1.903006 4.328400 0.086324 0.0 0.0 0.3 0.20
C -7.812321 -6.900049 -2.281278 0.2 0.1 -0.1 -0.57
O -6.957183 -5.932338 -2.863802 -0.1 -0.2 0.1 -0.46
H -8.838815 -6.621750 -2.512383 0.0 0.0 0.0 0.22
H -7.622004 -7.898678 -2.689047 -0.1 0.0 0.0 0.25
H -7.696435 -6.930674 -1.193066 -0.1 -0.1 0.0 0.25
H -6.040391 -6.177586 -2.659097 0.0 0.2 -0.1 0.36
C -15.638431 -0.616468 -0.183526 0.0 0.1 -0.1 -0.54
O -15.020129 0.465283 -0.875518 -0.1 -0.1 0.1 -0.49
H -14.976714 -0.904155 0.628730 0.0 0.0 0.0 0.22
H -16.602962 -0.317219 0.234262 0.0 -0.1 0.0 0.25
H -15.783381 -1.475356 -0.843802 0.0 0.0 0.1 0.25
H -15.604345 0.722193 -1.592492 0.0 0.1 -0.1 0.28
C 10.817925 -1.419851 3.803878 -0.2 0.2 0.1 -0.73
O 9.564022 -0.915807 3.372118 0.2 -0.1 0.0 -0.36
H 11.021458 -2.321760 3.231054 0.0 0.0 0.0 0.25
H 11.621259 -0.698844 3.622501 0.1 -0.1 0.0 0.28
H 10.798801 -1.675106 4.868113 0.1 0.0 0.0 0.29
H 9.370875 -0.118022 3.871001 -0.1 0.0 0.0 0.26
C 6.543046 6.899482 4.632143 0.0 -0.3 0.0 -0.44
O 5.728363 5.934302 5.281803 0.0 0.2 0.0 -0.50
H 6.353742 7.869356 5.087244 -0.1 0.0 0.1 0.24
H 7.601039 6.649128 4.755832 0.0 0.1 -0.1 0.24
H 6.305657 6.954638 3.565985 0.1 0.1 0.0 0.16
H 5.905548 5.084974 4.866614 -0.1 -0.1 0.0 0.30



19
Properties=species:S:1:pos:R:3:forces:R:3:mulliken_charge:R:1 method="wB97M-V/def2-TZVPD" charge=+1 homo_energy_ev=-14.25 e_above_lowest_kcal_mol=25.1 e_tot_ha=-360.7948 lumo_ev=-2.975 gap_ev=11.3
C 0.988659 -0.440968 3.267626 -0.2 0.5 -0.3 -0.56
O 0.216984 0.148456 2.184309 -0.2 0.1 0.8 -0.56
H -0.432741 0.728291 2.609004 0.2 -0.1 -0.4 0.30
H 1.348643 -1.400124 2.900452 0.0 0.0 0.3 0.24
H 0.390526 -0.508384 4.175536 -0.2 -0.5 -0.2 0.28
H 1.806288 0.219725 3.528236 0.4 0.0 -0.2 0.26
C 1.035035 1.246851 -1.632227 -0.3 -0.4 0.2 -0.88
C -0.886006 -0.249674 -1.393292 0.2 -0.1 -0.8 0.58
N -0.319025 -0.797608 -0.319504 -0.9 0.2 0.2 -0.33
N -0.261188 0.707053 -2.063496 0.7 0.1 0.0 -0.18
N -2.077073 -0.686283 -1.858073 0.4 -0.5 -0.1 -0.42
H 0.170029 -0.202056 0.354896 0.1 -0.3 0.1 0.28
H -0.913557 -1.483874 0.126904 0.3 0.1 0.3 0.25
H -0.466542 0.833100 -3.040120 -0.5 0.2 0.1 0.27
H -2.194178 -0.686325 -2.860368 -0.2 0.2 0.0 0.24
H -2.477364 -1.503655 -1.423917 0.0 0.0 0.1 0.25
H 1.675498 0.451007 -1.270045 0.2 -0.3 -0.1 0.37
H 0.878962 1.922480 -0.792878 0.1 0.4 -0.3 0.29
H 1.517046 1.701989 -2.493034 -0.1 0.3 0.2 0.32



19
Properties=species:S:1:pos:R:3:forces:R:3:mulliken_charge:R:1 method="wB97M-V/def2-TZVPD" homo_energy_ev=-9.19 e_above_lowest_kcal_mol=45.5 e_tot_ha=-348.1323 lumo_ev=0.790 gap_ev=10.0 smiles="C=C(C)COC.O"
C -0.262986 -2.319219 -1.466188 0.0 -0.2 -0.2 -0.74
O -0.215727 -1.370381 -0.424799 -0.1 0.1 0.0 -0.25
C 0.173566 -0.095768 -0.894921 0.0 0.2 -0.2 -0.46
C 0.059105 0.943135 0.197566 -0.5 0.2 0.0 0.40
C 0.964541 2.145004 0.114473 0.0 0.1 0.0 -1.44
C -0.912328 0.850143 1.105398 0.0 0.2 -0.3 -0.74
O 0.418787 -0.796082 2.601496 0.4 -0.5 0.1 -0.65
H 0.726713 -2.464903 -1.926801 -0.1 0.0 0.1 0.29
H -0.597487 -3.267492 -1.038531 0.1 0.2 0.0 0.24
H -0.968862 -2.015485 -2.255535 0.1 0.0 0.2 0.30
H 1.199633 -0.140492 -1.301116 -0.1 0.0 0.1 0.36
H -0.488764 0.207541 -1.722151 0.1 -0.1 -0.1 0.37
H 0.764902 -0.225289 1.898154 -0.1 -0.2 0.5 0.43
H 0.988960 2.690760 1.064021 0.0 -0.1 -0.2 0.34
H 0.567308 2.827489 -0.646141 0.2 0.0 0.0 0.33
H 1.995689 1.904419 -0.172509 -0.2 -0.1 0.1 0.35
H -1.002183 1.550773 1.930435 0.0 0.0 -0.2 0.23
H -1.618372 0.025919 1.094759 0.1 0.1 0.0 0.32
H -0.083972 -1.428911 2.072036 0.1 -0.1 0.2 0.33